ORCA calculation (ωB97M-V/def2-TZVPD) on a cluster of 8 separate species, C6H31N2O7 in total in a non-equilibrium geometry.

Energy above the lowest of the compared OMol25 structures with the same formula, charge and spin: 0.9 kcal per mole
F_max: 1.729 eV/Å
Orbital gap: 10.3 eV
Calculated total energy: -883.2091 Ha
Charge: +1

Each line ends with the Löwdin charge.
Positions of all 46 atoms, in Å:
C 0.182 0.419 -2.736  -0.064
C -0.583 0.477 -1.427  -0.421
C -2.014 -0.053 -1.551  -0.152
C -2.156 -1.442 -0.911  -0.170
C -2.104 -1.319 0.635  -0.165
C -1.068 -2.267 1.297  -0.128
N 0.298 -1.664 1.373  0.152
N -0.537 1.868 -0.866  0.042
H 0.240 -0.626 -3.074  0.080
H -0.233 0.944 -3.597  0.089
H 1.232 0.700 -2.613  0.078
H 0.028 -0.102 -0.732  0.096
H -2.756 0.663 -1.201  0.120
H -2.228 -0.175 -2.619  0.116
H -1.418 -2.159 -1.273  0.109
H -3.133 -1.823 -1.212  0.113
H -1.745 -0.325 0.922  0.085
H -3.103 -1.343 1.052  0.102
H -1.466 -2.510 2.279  0.127
H -0.953 -3.156 0.683  0.120
H 0.930 -1.909 0.562  0.099
H 0.702 -1.804 2.289  0.160
H 0.237 -0.629 1.232  0.089
H 0.095 2.432 -1.417  0.080
H -1.434 2.334 -0.872  0.082
H 3.639 1.133 -0.097  0.013
H 4.914 0.419 0.286  0.066
O 3.989 0.241 0.090  -0.055
H -1.988 3.772 2.365  0.051
H -1.481 2.283 2.208  0.007
O -2.143 2.929 1.938  -0.055
H -4.731 0.577 2.053  0.047
H -3.744 1.611 2.419  0.015
O -3.825 0.646 2.382  -0.068
H 2.661 -3.088 -3.372  0.069
H 1.753 -4.038 -2.631  0.066
O 2.074 -3.131 -2.607  -0.039
H 2.395 -2.197 -1.087  0.021
H 3.045 -1.229 -0.057  0.009
O 2.457 -2.005 -0.126  -0.075
H 1.102 1.424 1.996  0.068
H 0.009 1.500 0.875  0.017
O 0.191 1.172 1.798  -0.083
H 3.405 3.519 -0.761  0.064
H 4.052 3.356 0.647  0.064
O 3.392 2.998 0.047  -0.039

Forces on the atoms, in the same order (eV/Å):
0.5 -1.1 -0.6
0.1 1.5 -0.2
0.6 -0.8 -0.8
-0.8 0.8 0.7
1.4 0.2 -0.5
-1.4 0.0 -0.6
-0.9 1.2 -0.9
0.2 -0.5 0.1
-0.1 0.0 0.1
-0.3 0.4 0.4
-0.1 0.3 0.1
-0.3 -0.4 0.1
0.0 -0.1 0.4
0.0 0.2 0.0
0.2 0.2 -0.2
0.1 -0.2 0.1
-0.3 0.1 -0.2
0.1 -0.5 0.3
0.6 -0.2 0.2
-0.2 -0.3 0.3
0.5 -0.5 0.9
0.5 -0.2 -0.1
-0.2 -0.3 0.9
0.0 0.1 0.1
-0.1 -0.1 0.0
0.0 -0.1 0.1
0.1 -0.3 0.0
0.0 0.5 -0.1
0.3 0.0 0.2
0.3 0.3 0.2
-0.7 -0.1 -0.4
0.0 -0.4 0.1
0.6 0.0 0.1
-0.7 0.4 -0.2
0.0 0.2 0.1
-0.1 0.0 0.2
0.0 -0.1 -0.4
0.1 -0.3 0.5
0.1 0.0 0.1
-0.3 0.1 -0.7
-0.1 0.2 0.0
0.0 0.3 0.0
0.1 -0.2 -0.3
0.2 0.2 0.1
0.1 0.2 -0.1
-0.3 -0.4 0.0